{"formula": "C2H8NO", "method": "wB97M-V/def2-TZVPD", "elements": ["C", "C", "N", "H", "H", "H", "H", "H", "H", "H", "H", "O"], "xyz": [[1.93, -0.27, -0.45], [-0.46, -0.40, -0.96], [0.54, -0.19, -0.04], [2.56, -0.15, 0.43], [2.15, 0.56, -1.12], [2.16, -1.20, -0.97], [-0.16, -0.67, -1.96], [-1.46, -0.61, -0.63], [0.35, -0.06, 0.93], [-2.81, 0.38, 2.03], [-2.49, 1.78, 1.41], [-2.31, 0.83, 1.34]], "mulliken_charge": [-0.916, -0.748, -0.098, 0.315, 0.292, 0.301, 0.316, 0.280, 0.258, 0.313, 0.303, -0.616], "fmax_ha_per_bohr": 0.018, "energy_ev": -5739.29641, "homo_ev": [-5.560, -9.657], "spin_multiplicity": 2, "orbital_gap_ev": [6.369, 10.457], "e_lumo_ev": [0.81, 0.80]}

{"formula": "C25H33CsF6I2N3O5PS3", "method": "wB97M-V/def2-TZVPD", "elements": ["Cs", "C", "C", "C", "P", "C", "C", "C", "C", "C", "C", "C", "C", "C", "C", "N", "C", "C", "C", "C", "C", "C", "C", "C", "C", "H", "H", "H", "H", "H", "H", "H", "H", "H", "H", "H", "H", "H", "H", "H", "H", "H", "H", "H", "H", "H", "H", "H", "H", "H", "H", "H", "H", "H", "H", "H", "I", "C", "I", "H", "H", "F", "C", "F", "F", "S", "O", "O", "N", "S", "O", "O", "C", "F", "F", "F", "O", "S", "N"], "xyz": [[-1.51, -0.10, -0.91], [1.43, -2.13, 3.33], [0.49, -1.01, 3.77], [-0.73, -1.59, 4.48], [-0.01, -0.03, 2.26], [-1.04, 1.35, 3.01], [-0.59, 2.01, 4.31], [-1.29, 2.42, 1.95], [1.59, 0.73, 1.83], [2.36, 1.41, 2.77], [3.61, 1.94, 2.51], [4.41, 2.66, 3.56], [4.11, 1.75, 1.21], [3.41, 1.07, 0.25], [2.12, 0.50, 0.51], [1.43, -0.19, -0.40], [2.07, -0.64, -1.55], [2.99, -1.71, -1.48], [3.30, -2.32, -0.14], [3.57, -2.21, -2.63], [3.28, -1.68, -3.88], [3.89, -2.26, -5.13], [2.38, -0.63, -3.95], [1.77, -0.10, -2.82], [0.80, 1.04, -2.96], [1.77, -2.71, 4.19], [2.30, -1.73, 2.81], [0.91, -2.81, 2.65], [1.04, -0.36, 4.46], [-1.29, -2.24, 3.81], [-1.42, -0.82, 4.83], [-0.42, -2.18, 5.35], [-2.00, 0.84, 3.20], [0.24, 2.69, 4.13], [-0.29, 1.29, 5.08], [-1.41, 2.61, 4.72], [-0.34, 2.88, 1.67], [-1.96, 3.20, 2.32], [-1.74, 2.02, 1.04], [1.97, 1.52, 3.77], [3.81, 2.80, 4.46], [4.73, 3.65, 3.23], [5.31, 2.11, 3.85], [5.09, 2.16, 0.95], [3.83, 0.94, -0.73], [2.37, -2.56, 0.38], [3.85, -1.63, 0.50], [3.89, -3.23, -0.26], [4.27, -3.04, -2.55], [4.87, -2.69, -4.93], [4.01, -1.50, -5.90], [3.26, -3.06, -5.55], [2.14, -0.20, -4.92], [0.96, 1.57, -3.90], [0.90, 1.73, -2.13], [-0.23, 0.67, -2.96], [-4.41, -1.58, 2.64], [-4.14, -2.99, 1.08], [-2.16, -3.71, 0.85], [-4.40, -2.48, 0.17], [-4.78, -3.84, 1.29], [-2.16, 2.40, -5.47], [-2.73, 2.22, -4.26], [-1.82, 2.61, -3.37], [-3.76, 3.07, -4.19], [-3.29, 0.43, -4.06], [-2.22, -0.15, -3.26], [-3.41, 0.03, -5.43], [-4.66, 0.41, -3.34], [-4.80, 0.05, -1.73], [-3.82, -0.82, -1.05], [-5.91, 0.67, -1.02], [-5.87, -1.42, -2.26], [-6.97, -1.09, -2.95], [-6.33, -2.10, -1.16], [-5.22, -2.34, -2.98], [-3.48, 4.01, -0.66], [-4.30, 2.82, -0.92], [-3.57, 1.60, -1.38]], "mulliken_charge": [2.276, -1.554, 0.388, -1.299, 0.616, 0.872, -1.803, -1.317, 0.834, 0.155, 0.135, -1.770, -0.853, -0.548, -0.811, 0.821, -1.528, 1.574, -1.416, -1.015, 0.857, -1.551, -0.909, 1.843, -1.939, 0.500, 0.242, 0.204, 0.309, 0.099, 0.294, 0.434, 0.178, 0.340, 0.381, 0.470, 0.140, 0.527, -0.049, 0.001, 0.339, 0.349, 0.301, 0.306, 0.441, 0.109, 0.285, 0.371, 0.298, 0.374, 0.372, 0.262, 0.352, 0.528, 0.228, -0.248, 0.012, -0.091, 0.014, -0.489, 0.483, -0.270, 0.609, -0.191, -0.254, 1.042, -0.833, -0.718, -0.548, 1.514, -0.839, -0.821, 0.354, -0.250, -0.250, -0.281, -0.603, 0.302, -0.686], "fmax_ha_per_bohr": 0.087, "total_charge": -2, "energy_ev": -116017.43548, "homo_ev": -1.637, "orbital_gap_ev": 5.257, "e_lumo_ev": 3.62}

{"formula": "C2H4BFO", "method": "wB97M-V/def2-TZVPD", "elements": ["B", "C", "C", "O", "F", "H", "H", "H", "H"], "xyz": [[-0.33, -0.75, 0.29], [-1.81, -0.17, 0.20], [1.06, -0.34, -0.51], [-2.75, -0.51, -0.45], [2.20, -0.51, 0.31], [0.91, -1.20, -1.24], [-0.32, -1.68, 1.16], [-2.23, 0.50, 0.99], [1.12, 0.55, -0.96]], "mulliken_charge": [0.067, 0.032, -0.205, -0.417, -0.258, 0.154, -0.007, 0.284, 0.351], "fmax_ha_per_bohr": 0.127, "smiles": "O=CBCF", "energy_ev": -7577.56818, "homo_ev": -9.584, "orbital_gap_ev": 9.205, "e_lumo_ev": -0.38}

{"formula": "C21H40N4O5PS2", "method": "wB97M-V/def2-TZVPD", "elements": ["C", "C", "C", "O", "C", "C", "C", "C", "N", "C", "S", "N", "C", "C", "C", "C", "C", "N", "C", "C", "O", "P", "C", "C", "C", "N", "H", "H", "H", "H", "H", "H", "H", "H", "H", "H", "H", "H", "H", "H", "H", "H", "H", "H", "H", "H", "H", "H", "H", "H", "H", "H", "H", "H", "H", "H", "H", "H", "O", "S", "O", "O", "C", "C", "C", "H", "H", "H", "H", "H", "H", "H", "H"], "xyz": [[-0.62, -0.14, 3.31], [0.77, -0.16, 3.00], [2.40, -0.04, 2.61], [3.09, -0.33, 3.87], [3.52, 0.81, 4.64], [2.38, 1.85, 5.17], [2.81, 1.33, 1.85], [2.62, 1.36, 0.22], [4.04, 1.27, -0.36], [4.52, 2.52, -0.67], [5.46, 3.97, -0.66], [1.81, 0.24, -0.37], [0.37, 0.50, -0.56], [-0.38, 1.59, 0.38], [0.02, 1.06, -2.10], [-1.58, 1.09, -2.43], [2.22, -1.04, 0.28], [2.37, -2.24, -0.44], [2.85, -3.53, 0.24], [3.10, -4.80, -0.76], [4.34, -4.68, -1.60], [2.05, -2.39, -2.21], [2.94, -0.95, -3.18], [0.12, -2.30, -2.53], [-0.21, -3.73, -3.33], [2.65, -1.23, 1.74], [-1.72, -0.54, 3.49], [4.04, 0.38, 5.63], [4.39, 1.47, 4.14], [2.07, 2.69, 4.41], [1.40, 1.26, 5.45], [2.71, 2.43, 6.16], [3.92, 1.72, 2.04], [2.11, 2.20, 2.28], [2.23, 2.44, -0.08], [-0.21, -0.54, -0.39], [-1.42, 1.12, 0.73], [0.16, 1.96, 1.33], [-0.70, 2.57, -0.23], [0.39, 2.20, -2.09], [0.63, 0.53, -2.94], [-1.98, 2.18, -2.22], [-1.75, 0.84, -3.57], [-2.14, 0.38, -1.69], [2.00, -3.87, 1.00], [3.87, -3.38, 0.83], [2.16, -5.14, -1.39], [3.33, -5.73, -0.05], [5.13, -5.04, -1.06], [2.20, -0.58, -4.02], [3.34, -0.11, -2.48], [3.83, -1.48, -3.75], [-0.18, -1.46, -3.27], [-0.50, -2.36, -1.54], [-1.35, -4.05, -3.15], [-0.08, -3.52, -4.49], [0.55, -4.56, -2.99], [3.71, -1.35, 1.74], [-5.14, 0.42, -1.27], [-5.99, 1.59, -1.33], [-5.45, 2.93, -1.44], [-7.04, 1.55, -0.08], [-6.52, 1.47, 1.24], [-5.91, 2.79, 1.68], [-7.17, 1.36, -2.63], [-5.79, 0.65, 1.32], [-7.35, 1.22, 1.90], [-5.03, 3.04, 1.08], [-5.60, 2.75, 2.73], [-6.63, 3.60, 1.56], [-7.62, 0.37, -2.54], [-6.64, 1.45, -3.58], [-7.93, 2.14, -2.56]], "mulliken_charge": [-1.067, -0.334, 1.781, -0.451, -0.222, -0.790, -0.936, -0.269, -0.474, 0.244, -0.090, 0.823, 0.565, -0.918, -0.475, -0.939, -0.734, 0.321, -0.094, -0.603, -0.493, 0.052, -0.742, -0.163, -0.839, -0.462, 0.345, 0.340, 0.213, 0.176, 0.218, 0.360, 0.336, 0.083, 0.651, -0.002, 0.153, 0.248, 0.287, 0.454, -0.135, 0.296, 0.313, 0.214, 0.280, 0.261, 0.188, 0.392, 0.338, 0.354, 0.030, 0.380, 0.089, 0.208, 0.323, 0.281, 0.202, 0.428, -0.615, 1.258, -0.609, -0.304, -0.291, -0.972, -0.977, 0.291, 0.274, 0.273, 0.384, 0.272, 0.320, 0.371, 0.329], "fmax_ha_per_bohr": 0.193, "total_charge": 1, "energy_ev": -69561.67879, "homo_ev": -11.390, "orbital_gap_ev": 7.538, "e_lumo_ev": -3.85}

{"formula": "C16H32BBr2ClN3O4", "method": "wB97M-V/def2-TZVPD", "elements": ["C", "C", "C", "Cl", "N", "C", "N", "C", "C", "C", "O", "C", "B", "C", "O", "N", "C", "C", "C", "C", "C", "O", "O", "H", "H", "H", "H", "H", "H", "H", "H", "H", "H", "H", "H", "H", "H", "H", "H", "H", "H", "H", "H", "H", "H", "H", "H", "H", "H", "H", "H", "Br", "C", "C", "Br", "H", "H", "H", "H"], "xyz": [[-3.00, 3.62, -0.35], [-2.84, 2.12, -0.14], [-1.68, 1.77, 0.79], [-1.96, 2.55, 2.38], [-1.43, 0.36, 1.00], [-1.00, -0.33, -0.12], [0.23, -0.32, -0.54], [0.61, -0.98, -1.81], [0.00, -0.29, -3.02], [0.67, -0.74, -4.31], [0.74, -2.14, -4.41], [-0.51, -2.77, -4.56], [1.29, 0.43, 0.29], [1.86, 1.81, -0.12], [1.77, -0.21, 1.38], [-2.06, -0.99, -0.70], [-2.79, -1.54, 0.50], [-2.50, -0.47, 1.62], [-1.99, -1.21, 2.86], [-2.24, -0.45, 4.18], [-1.12, 0.45, 4.68], [-1.24, 1.07, 5.71], [0.01, 0.49, 3.92], [-3.61, 4.08, 0.41], [-2.02, 4.09, -0.40], [-3.48, 3.81, -1.30], [-3.76, 1.67, 0.21], [-2.62, 1.66, -1.10], [-0.79, 2.25, 0.40], [1.70, -0.92, -1.89], [0.36, -2.04, -1.73], [-1.07, -0.46, -3.11], [0.13, 0.78, -2.90], [1.66, -0.31, -4.41], [0.07, -0.35, -5.14], [-0.90, -3.09, -3.59], [-1.25, -2.12, -5.03], [-0.39, -3.65, -5.19], [1.34, 2.31, -0.92], [2.91, 1.65, -0.36], [1.85, 2.45, 0.77], [1.63, -1.16, 1.33], [-1.80, -1.78, -1.27], [-2.34, -2.48, 0.79], [-3.83, -1.63, 0.23], [-3.41, 0.09, 1.81], [-2.52, -2.15, 2.93], [-0.93, -1.42, 2.74], [-3.09, 0.21, 4.07], [-2.41, -1.17, 4.97], [0.18, 1.40, 3.66], [6.61, -2.61, 0.43], [6.64, -0.71, 0.84], [5.29, -0.08, 0.63], [4.91, 0.16, -1.27], [7.42, -0.27, 0.22], [6.93, -0.64, 1.89], [5.26, 0.92, 1.06], [4.49, -0.68, 1.03]], "mulliken_charge": [-1.360, -0.149, 0.200, -0.120, 0.814, -0.524, 0.091, -1.121, -0.207, -0.906, -0.413, -0.684, 0.606, -0.813, -0.610, -0.180, -1.126, -0.091, -0.976, -0.757, 0.337, -0.572, -0.338, 0.349, 0.330, 0.420, 0.255, 0.260, -0.081, 0.483, 0.371, 0.361, 0.325, 0.454, 0.465, 0.189, 0.331, 0.307, 0.357, 0.162, 0.332, 0.311, 0.201, 0.579, 0.369, 0.881, 0.610, 0.225, 0.312, 0.392, 0.304, -0.135, -0.686, -0.458, -0.174, 0.405, 0.399, 0.397, 0.288], "fmax_ha_per_bohr": 0.040, "total_charge": 1, "energy_ev": -183051.43014, "homo_ev": -12.282, "orbital_gap_ev": 9.330, "e_lumo_ev": -2.95}

{"formula": "C12H24AlN9O5", "method": "wB97M-V/def2-TZVPD", "elements": ["Al", "N", "C", "C", "C", "C", "N", "C", "N", "N", "C", "O", "O", "H", "H", "H", "H", "H", "H", "H", "H", "H", "H", "H", "H", "H", "H", "N", "N", "C", "O", "O", "H", "H", "H", "C", "N", "C", "C", "C", "N", "C", "O", "N", "H", "H", "H", "H", "H", "H", "H"], "xyz": [[0.65, -0.03, 0.73], [-0.18, -1.68, -0.11], [-1.58, -1.21, -0.31], [-2.56, -2.33, -0.63], [-4.00, -1.90, -0.94], [-4.20, -1.10, -2.23], [-3.62, 0.26, -2.21], [-4.16, 1.32, -1.61], [-3.53, 2.49, -1.66], [-5.35, 1.23, -1.03], [-1.92, -0.32, 0.89], [-3.03, 0.14, 1.04], [-0.89, -0.07, 1.67], [0.21, -2.02, -0.98], [-0.18, -2.47, 0.54], [-1.52, -0.54, -1.17], [-2.59, -3.04, 0.20], [-2.16, -2.87, -1.49], [-4.41, -1.35, -0.09], [-4.60, -2.80, -1.04], [-5.26, -1.01, -2.48], [-3.74, -1.61, -3.08], [-2.83, 0.45, -2.81], [-2.57, 2.56, -1.96], [-3.87, 3.26, -1.10], [-5.80, 0.34, -0.90], [-5.74, 2.01, -0.52], [0.97, 1.84, 1.52], [0.65, 2.70, 0.44], [0.18, 2.11, -0.74], [-0.42, 2.75, -1.56], [0.46, 0.83, -0.81], [0.31, 1.94, 2.28], [1.92, 2.04, 1.84], [0.30, 3.62, 0.67], [3.97, -2.58, 2.20], [4.35, -1.27, 1.63], [5.66, -0.90, 1.53], [6.01, 0.29, 1.01], [4.96, 1.15, 0.58], [3.67, 0.78, 0.70], [3.39, -0.41, 1.19], [2.17, -0.81, 1.29], [5.21, 2.34, 0.05], [4.87, -3.04, 2.58], [3.53, -3.20, 1.42], [3.26, -2.43, 3.01], [6.38, -1.62, 1.89], [7.05, 0.58, 0.93], [6.14, 2.68, -0.08], [4.44, 2.90, -0.28]], "mulliken_charge": [-0.035, -0.244, -0.007, -1.084, -0.359, -1.328, -0.092, 0.875, -0.397, -0.361, 0.538, -0.588, -0.389, 0.420, 0.363, 0.308, 0.439, 0.328, 0.317, 0.373, 0.482, 0.435, 0.317, 0.114, 0.228, 0.193, 0.229, -0.244, -0.312, 0.635, -0.709, -0.332, 0.399, 0.332, 0.267, -0.837, 0.066, -0.091, -0.880, 0.883, -0.394, 0.677, -0.308, -0.359, 0.332, 0.291, 0.317, 0.370, 0.375, 0.228, 0.222], "fmax_ha_per_bohr": 0.008, "total_charge": 2, "energy_ev": -43074.81268, "homo_ev": -15.289, "orbital_gap_ev": 10.154, "e_lumo_ev": -5.14}